Entry 1:
{"formula": "C8H14N3S", "method": "ωB97M-V/def2-TZVPD", "elements": ["C", "C", "C", "C", "C", "C", "C", "C", "N", "N", "N", "S", "H", "H", "H", "H", "H", "H", "H", "H", "H", "H", "H", "H", "H", "H"], "positions_angstrom": [[-2.41968, -1.84949, 0.37344], [-3.78256, -1.56281, 0.04353], [-1.76848, -0.61776, 0.22287], [-0.11756, 0.28133, -1.68443], [1.08826, 1.64493, -0.08271], [1.75792, -0.75367, -0.26060], [-0.20260, 0.30803, 2.08260], [0.57572, 0.21998, -0.28485], [-3.90391, -0.28045, -0.25308], [-2.74695, 0.29463, -0.04252], [-0.37901, -0.25566, 0.72554], [-2.74398, 1.96495, -0.29326], [-1.82823, -2.65401, 0.75307], [-4.62534, -2.30196, -0.25323], [-0.71863, -0.51164, -1.92201], [-0.90472, 1.09696, -1.55854], [0.68125, 0.52172, -2.34742], [1.62191, 1.65669, 0.76128], [0.20247, 2.30604, -0.17461], [1.61174, 1.98132, -0.89009], [2.55563, -0.08575, 0.07821], [1.45083, -1.57760, 0.37091], [1.92997, -1.08862, -1.25571], [-0.99308, -0.10690, 2.57618], [0.79706, 0.08698, 2.53248], [-0.39956, 1.38089, 2.12468]], "lowdin_charge": [-0.062, -0.217, -0.304, -0.065, -0.070, -0.032, -0.075, -0.584, -0.059, -0.615, -0.086, 0.338, 0.067, 0.101, 0.040, 0.005, 0.068, 0.028, 0.070, 0.048, 0.069, 0.077, 0.054, 0.044, 0.095, 0.067], "max_force_ha_per_bohr": 0.094, "orbital_gap_ev": 6.3, "total_charge": -1}

***

Entry 2:
{"formula": "C27H24N2O2PRe", "method": "ωB97M-V/def2-TZVPD", "elements": ["Re", "C", "C", "O", "N", "C", "C", "C", "C", "C", "C", "N", "H", "H", "H", "H", "H", "H", "H", "H", "H", "H", "O", "C", "C", "C", "C", "C", "C", "C", "P", "C", "C", "C", "C", "C", "C", "C", "C", "C", "C", "C", "C", "H", "H", "H", "H", "H", "H", "H", "H", "H", "H", "H", "H", "H", "H"], "positions_angstrom": [[0.24765, -0.46585, 0.48758], [3.86794, 2.06360, -0.11478], [2.84016, 1.06044, -0.50162], [2.06397, 0.58448, 0.38776], [2.74527, 0.68020, -1.76260], [1.81116, -0.33406, -2.23410], [0.40956, 0.18261, -2.43045], [0.00462, 0.64812, -3.66134], [-1.28617, 1.13283, -3.83076], [-2.15309, 1.12267, -2.74865], [-1.70415, 0.63332, -1.54720], [-0.44105, 0.17532, -1.37087], [4.29832, 1.79183, 0.84713], [3.37632, 3.03159, 0.01361], [4.65411, 2.16103, -0.85970], [3.39626, 1.07968, -2.42416], [1.82972, -1.18658, -1.54703], [2.17655, -0.71506, -3.18458], [0.69786, 0.62870, -4.49282], [-1.61052, 1.50360, -4.79510], [-3.16919, 1.48303, -2.83230], [-2.35885, 0.60019, -0.68935], [-0.58601, 1.25885, 1.32493], [-1.22232, 0.22799, 1.56784], [-2.25750, -0.26906, 2.42825], [-3.07941, 0.46371, 3.27544], [-3.97155, -0.23850, 4.07438], [-4.02397, -1.63030, 4.02494], [-3.18368, -2.36786, 3.17674], [-2.30287, -1.66933, 2.38504], [-1.12398, -2.30994, 1.18353], [-1.58048, -3.81151, 0.40386], [-1.23980, -5.03036, 1.00061], [-1.68009, -6.20504, 0.41522], [-2.44826, -6.16070, -0.74362], [-2.78597, -4.94681, -1.33188], [-2.35352, -3.76207, -0.76169], [0.56356, -2.36154, 1.79416], [1.52980, -2.87900, 0.88518], [2.88749, -2.69340, 1.13906], [3.30194, -1.95727, 2.24199], [2.36746, -1.37679, 3.08710], [1.00008, -1.55101, 2.86178], [-3.02934, 1.54589, 3.30502], [-4.63584, 0.30045, 4.73675], [-4.73264, -2.15679, 4.65104], [-3.24417, -3.44859, 3.14608], [-0.64291, -5.06525, 1.90513], [-1.42679, -7.15663, 0.86343], [-2.78768, -7.08469, -1.19323], [-3.38615, -4.92726, -2.23162], [-2.61752, -2.81176, -1.21347], [1.20675, -3.49371, 0.05088], [3.61827, -3.14451, 0.47903], [4.35870, -1.83485, 2.44339], [2.69271, -0.79771, 3.94254], [0.27917, -1.11907, 3.54710]], "lowdin_spin": [0.832, 0.000, 0.002, 0.018, 0.003, 0.008, 0.019, -0.002, 0.027, -0.002, 0.017, 0.009, 0.000, 0.000, 0.000, 0.000, 0.005, 0.000, 0.000, 0.001, 0.000, 0.001, 0.022, -0.015, -0.004, -0.002, 0.000, -0.002, 0.000, -0.003, 0.001, 0.002, -0.001, 0.001, 0.001, 0.000, 0.001, -0.003, 0.028, -0.009, 0.028, -0.007, 0.017, 0.000, 0.000, 0.000, 0.000, 0.000, 0.000, 0.000, 0.000, 0.000, 0.005, -0.001, 0.001, -0.001, 0.002], "max_force_ha_per_bohr": 0.020, "orbital_gap_ev": [7.2, 6.7], "de_lowest_kcal_mol": 0.0, "total_charge": 3, "spin_multiplicity": 2}

***

Entry 3:
{"formula": "CH4ClN3", "method": "ωB97M-V/def2-TZVPD", "elements": ["C", "N", "N", "N", "Cl", "H", "H", "H", "H"], "positions_angstrom": [[0.27589, -0.36721, 0.67321], [-0.54872, 0.82272, 0.48998], [0.58156, 1.44588, -0.16440], [1.37136, 0.53872, 0.61688], [2.87578, -0.10441, 0.07159], [0.05683, -0.98348, 1.48765], [0.16402, -0.92466, -0.42728], [-1.39425, 0.60430, -0.00539], [0.41054, 0.36354, -1.56844]], "lowdin_charge": [-0.341, -0.104, 0.004, -0.609, 0.608, 0.087, 0.104, 0.101, 0.149], "max_force_ha_per_bohr": 0.069, "orbital_gap_ev": [8.8, 8.8], "de_lowest_kcal_mol": 139.0}